1.
Molecular formula: C19H46FN2O16P3S
Method: DFT, ωB97M-V/def2-TZVPD

```
88
Properties=species:S:1:pos:R:3:forces:R:3:mulliken_charge:R:1
C 0.212027 -0.596192 -0.695548 -0.5 0.4 0.1 -0.663
C -0.537481 -0.630921 -2.184241 -0.4 -0.2 1.3 -0.187
C -2.071768 -0.053170 -1.962215 0.7 0.0 0.2 -0.639
C -2.902129 0.208566 -3.351450 -0.5 -1.3 0.4 -0.572
C -4.527176 0.009933 -3.038038 0.5 -0.1 1.6 0.164
C -5.427930 1.340945 -3.343879 3.5 -0.1 -1.3 -0.863
N -6.879912 1.131398 -3.604818 2.5 0.8 -2.2 0.103
N -7.667947 0.816022 -2.552045 -1.5 -2.0 2.7 0.321
C -7.699372 1.788424 -1.416036 -4.9 6.0 1.1 0.400
C -6.656978 1.883090 -0.146476 0.7 0.0 0.1 -0.786
O -8.686135 2.727216 -1.436110 6.4 -6.2 -0.2 -0.536
C -7.737646 -0.626085 -2.165405 3.1 -4.9 4.7 0.390
C -8.886126 -1.680797 -2.772481 1.4 -0.5 -0.6 -0.861
O -6.909262 -1.196466 -1.245754 -5.0 4.2 -5.5 -0.487
S -7.262646 0.360004 -5.105733 -5.6 -2.9 -3.4 1.083
O -8.782649 0.633078 -5.433179 6.6 -0.7 1.7 -0.529
O -6.879372 -1.132078 -5.226555 -0.4 5.9 0.8 -0.492
F -6.392712 1.181845 -6.380471 -1.3 -1.3 3.3 -0.328
H 0.714882 -1.624969 -0.418039 -0.9 2.2 -0.7 -0.013
H 0.979654 0.291024 -0.642559 -1.4 -1.9 0.0 0.237
H -0.610094 -0.370799 0.131072 1.7 -0.5 -1.7 0.274
H -0.589710 -1.770742 -2.485341 0.1 2.4 0.2 0.149
H 0.056722 0.013960 -2.960019 -1.2 -1.4 1.4 0.291
H -2.009462 0.948077 -1.349957 -0.1 -1.8 -1.2 0.220
H -2.599586 -0.839448 -1.237171 0.9 1.7 -1.8 0.303
H -2.616707 -0.690397 -4.082179 -0.5 2.3 1.3 0.227
H -2.664100 1.261453 -3.827924 -0.4 -2.2 0.9 0.333
H -4.898797 -0.979353 -3.537969 0.5 2.1 0.7 0.209
H -4.583912 -0.173014 -1.860949 -0.1 0.3 -2.6 0.062
H -4.965262 1.823650 -4.334135 -1.2 -1.0 2.0 0.478
H -5.163729 2.128233 -2.490952 -1.3 -1.6 -1.9 0.017
H -7.150956 2.378453 0.809066 0.6 -1.1 -2.4 0.319
H -5.756895 2.603525 -0.446047 -2.0 -1.5 0.4 0.244
H -6.180884 0.864807 0.177755 -1.1 1.8 -1.0 0.274
H -9.750402 -1.899766 -2.008228 1.7 0.9 -1.5 0.318
H -9.247858 -1.391351 -3.848182 0.5 -0.3 2.3 0.247
H -8.297184 -2.711963 -2.893017 -1.2 2.4 0.4 0.284
C 1.765600 -5.492015 -4.792650 -0.1 0.2 -0.7 -0.687
O 2.315723 -5.753073 -3.513462 -2.2 -2.8 0.6 -0.292
P 1.237043 -5.429199 -2.200213 5.3 8.6 2.6 0.990
O 1.365110 -3.922021 -2.444593 -1.4 -1.4 -0.5 -0.580
O 2.411432 -5.886058 -1.138636 -1.2 -0.8 -0.5 -0.224
C 2.871627 -7.221144 -1.213827 0.5 -0.5 0.1 -0.818
O 0.158429 -5.105308 -0.887037 -0.7 -2.4 -2.3 -0.232
C -0.256154 -6.234912 -0.146839 -0.3 -0.4 0.6 -0.725
H 2.456055 -5.867227 -5.552210 0.0 -0.1 0.2 0.249
H 0.806008 -6.004692 -4.898863 0.1 0.1 -0.3 0.315
H 1.633686 -4.417013 -4.940252 -0.1 -0.1 0.1 0.274
H 3.808105 -7.252257 -1.774548 -0.1 -0.1 0.0 0.275
H 2.132321 -7.867900 -1.696465 0.2 -0.2 0.0 0.365
H 3.052949 -7.589302 -0.200086 -0.1 0.1 -0.1 0.258
H 0.484069 -6.463796 0.623944 0.0 -0.1 0.0 0.248
H -0.390355 -7.098931 -0.803808 -0.2 -0.1 0.3 0.339
H -1.208482 -6.007481 0.338737 0.1 0.0 -0.1 0.254
C 3.039196 -2.710932 1.437742 -0.4 -0.6 -0.1 -0.704
O 3.598335 -1.429841 1.206917 3.1 -0.9 1.7 -0.286
P 3.806166 -0.480557 2.638256 -8.0 6.3 -2.8 1.038
O 2.289839 -0.293880 2.754924 1.3 -1.2 0.9 -0.648
O 4.412766 0.746941 1.721664 0.7 -1.1 0.9 -0.228
C 5.601946 0.492464 0.999874 0.4 0.1 -0.5 -0.765
O 4.013953 0.468685 4.069517 1.6 -2.9 -0.4 -0.319
C 5.352343 0.740862 4.430637 0.7 0.5 0.3 -0.693
H 3.089250 -3.285521 0.509418 0.1 0.1 0.0 0.183
H 3.607911 -3.233404 2.211384 -0.2 -0.2 -0.1 0.362
H 1.992032 -2.622782 1.738561 0.1 0.1 0.1 0.306
H 5.355106 0.261700 -0.038483 0.1 -0.1 0.1 0.252
H 6.160748 -0.339941 1.438789 0.1 0.1 -0.2 0.375
H 6.228196 1.388725 1.024682 -0.1 -0.1 0.1 0.263
H 5.708622 1.622421 3.891799 0.1 0.0 0.0 0.230
H 5.993983 -0.116662 4.209057 0.2 0.2 0.2 0.375
H 5.392772 0.946059 5.503342 0.0 -0.1 -0.1 0.266
C 3.260470 4.012054 5.911980 -0.5 -0.6 0.0 -0.718
O 4.478841 4.730396 5.830329 -1.5 3.2 0.6 -0.288
P 4.597239 5.767558 4.450712 6.7 -6.6 -4.6 0.992
O 4.730288 4.552099 3.527314 -1.5 1.2 0.5 -0.580
O 6.105416 6.220482 4.935601 -1.3 0.7 0.2 -0.301
C 6.217041 6.876705 6.183319 0.3 0.2 0.6 -0.720
O 4.715640 6.804636 3.071150 -2.3 0.5 2.4 -0.319
C 4.750257 8.188885 3.351206 0.1 0.7 -0.1 -0.614
H 3.216040 3.510188 6.881825 0.1 0.2 0.0 0.245
H 2.414644 4.699318 5.827242 -0.1 -0.3 0.1 0.319
H 3.208526 3.256072 5.124192 0.0 0.2 0.0 0.304
H 6.531492 6.159887 6.944673 -0.1 0.1 0.1 0.244
H 5.266267 7.332124 6.477306 0.2 0.0 0.2 0.371
H 6.973451 7.662416 6.102136 -0.1 -0.1 -0.1 0.266
H 5.776103 8.496371 3.569190 0.0 0.1 0.1 0.227
H 4.100992 8.427709 4.198299 0.1 0.4 -0.1 0.309
H 4.400458 8.734901 2.471464 0.0 -0.1 0.1 0.252
```
Positions in Å, forces in eV/Å.

- SMILES: CCCCCCN(N(C(C)=O)C(C)=O)S(=O)(=O)F.COP(=O)(OC)OC.COP(=O)(OC)OC.COP(=O)(OC)OC
- Strongest force on any atom: 10.5 eV/Å
- LUMO energy: -2.9 eV
- Orbital gap: 6.212 eV


2.
Molecular formula: C19H47BBrN5O8SSi
Method: DFT, ωB97M-V/def2-TZVPD

```
83
Properties=species:S:1:pos:R:3:forces:R:3:mulliken_charge:R:1
C 0.067174 -2.151980 0.215134 0.2 -0.1 0.0 -1.169
C 0.358779 -0.671401 0.490146 -0.2 -0.7 0.0 -0.274
C -0.885747 0.219645 0.449533 0.4 -0.1 -0.2 -0.284
Br -2.027189 -0.282775 -1.092457 -0.1 0.2 0.3 -0.149
Si -0.457233 2.058288 0.298876 0.1 -0.1 0.0 0.636
O -1.804907 2.949098 0.694034 0.4 -0.5 -0.2 -0.540
S 0.122811 2.483502 -1.744704 0.0 0.2 0.0 -0.374
C 1.007066 2.546862 1.336346 0.1 0.6 0.2 -0.591
B 1.396145 4.038342 0.949791 0.0 0.2 -0.3 0.322
O 0.457465 5.051591 0.976237 0.6 -0.1 0.9 -0.475
O 2.693156 4.381382 0.580228 -0.3 -0.2 -0.4 -0.531
H 0.090131 -2.374956 -0.850482 -0.1 0.0 0.2 0.307
H -0.900231 -2.452010 0.622076 0.0 0.1 0.0 0.383
H 0.814044 -2.773350 0.710437 0.0 0.0 0.0 0.231
H 1.116679 -0.328180 -0.219631 0.0 0.1 0.0 0.273
H 0.793866 -0.630921 1.493230 -0.1 0.4 0.0 0.150
H -1.493116 0.003500 1.329508 -0.1 0.0 -0.1 0.488
H -2.545347 2.340497 0.797751 -0.2 0.3 -0.1 0.311
H 1.252216 1.751154 -1.743974 -0.1 0.0 0.2 0.119
H 0.775539 2.553108 2.409224 -0.2 -0.3 0.0 0.333
H 1.869686 1.902463 1.163599 -0.1 -0.1 0.1 0.342
H -0.058146 4.969130 1.792352 -0.7 0.1 -0.4 0.214
H 2.847133 4.302334 -0.365646 0.2 0.0 0.0 0.291
C 1.900091 7.978682 4.991829 -0.1 -0.2 0.2 -0.813
N 0.740870 7.121952 4.832855 0.0 0.1 -0.1 -0.177
C -0.184340 7.132682 3.837195 0.0 -0.1 0.0 0.806
C -0.014573 8.152184 2.738860 0.0 0.0 0.0 -1.323
O -1.107196 6.330895 3.842557 0.1 -0.1 -0.1 -0.669
H 2.810330 7.377141 5.009437 0.1 0.1 0.0 0.273
H 1.832303 8.529750 5.931503 0.1 0.1 0.0 0.286
H 1.968141 8.688558 4.175014 0.0 0.0 0.0 0.314
H 0.569269 6.417036 5.532253 0.0 0.0 0.0 0.229
H -0.823158 8.029272 2.025462 0.0 -0.1 0.0 0.282
H -0.047478 9.165690 3.140632 0.1 0.0 0.0 0.463
H 0.933000 7.990816 2.223660 0.0 0.1 0.0 0.355
C -2.195547 -2.416350 -5.390882 0.3 0.1 0.4 -0.895
N -1.227637 -2.400518 -4.302029 -0.1 -0.2 0.0 -0.058
C -0.732700 -3.441040 -3.595105 0.1 0.2 0.1 0.827
C -1.227370 -4.823782 -3.948649 0.0 -0.1 0.1 -1.400
O 0.084710 -3.259093 -2.700858 0.0 -0.2 -0.3 -0.721
H -1.755036 -1.987168 -6.280323 -0.1 0.0 -0.1 0.438
H -3.065369 -1.819838 -5.114605 -0.1 0.0 -0.1 0.218
H -2.516146 -3.431318 -5.604614 0.0 0.0 0.0 0.297
H -0.859350 -1.507781 -4.010092 0.0 0.0 0.0 0.206
H -0.739000 -5.539933 -3.294663 0.0 0.1 0.0 0.317
H -2.306297 -4.895255 -3.807156 0.0 0.0 -0.1 0.367
H -0.984472 -5.068049 -4.983281 -0.1 0.0 0.0 0.367
C 2.200053 -6.986221 3.600755 0.2 0.2 0.1 -0.928
N 1.964868 -5.556963 3.561906 -0.1 0.0 -0.1 -0.093
C 0.865008 -4.899130 3.118998 0.0 0.1 0.1 0.931
C -0.284612 -5.727279 2.597883 0.0 0.0 0.0 -1.553
O 0.815824 -3.676851 3.149188 -0.2 -0.3 -0.2 -0.560
H 2.373738 -7.306047 4.629427 0.0 -0.1 0.0 0.295
H 3.081817 -7.235909 3.008303 0.0 -0.1 0.0 0.297
H 1.348406 -7.528448 3.204251 0.0 0.0 0.0 0.356
H 2.690733 -4.950245 3.913437 0.0 0.0 0.1 0.169
H -1.077626 -5.054148 2.286899 0.0 0.1 0.0 0.271
H 0.027221 -6.322156 1.738694 0.0 -0.1 0.0 0.402
H -0.667933 -6.389582 3.375108 0.0 -0.1 -0.1 0.431
C -3.259707 -0.031504 -11.336879 0.2 -0.2 0.1 -0.836
N -2.823167 -0.593633 -10.073091 -0.1 0.1 0.0 -0.175
C -3.167333 -0.210401 -8.817446 0.1 -0.1 0.1 0.735
C -4.126127 0.946828 -8.677911 0.0 0.0 0.1 -1.260
O -2.709629 -0.790116 -7.843396 -0.1 0.1 -0.2 -0.588
H -3.763850 -0.795008 -11.931431 -0.1 0.1 0.0 0.281
H -2.399568 0.332462 -11.900971 -0.1 0.1 0.0 0.282
H -3.944887 0.793356 -11.175192 0.0 0.0 0.0 0.324
H -2.180728 -1.369898 -10.093949 0.0 0.0 0.0 0.224
H -4.296268 1.125362 -7.620850 0.0 0.0 0.0 0.265
H -3.708970 1.850180 -9.124064 -0.1 0.0 -0.1 0.354
H -5.080089 0.718121 -9.154313 0.0 0.1 -0.1 0.364
C 2.662386 0.278981 6.976049 0.1 -0.2 0.2 -0.727
N 2.987827 -1.124849 7.125081 0.0 0.0 -0.1 -0.164
C 2.853548 -2.119919 6.206648 0.0 -0.1 0.0 0.578
C 2.302299 -1.762965 4.850652 0.3 0.0 0.1 -0.666
O 3.176754 -3.265598 6.489156 0.0 0.0 0.0 -0.683
H 3.554171 0.889714 7.130418 0.0 0.1 -0.1 0.277
H 1.913039 0.571445 7.714185 0.0 0.1 -0.1 0.275
H 2.270865 0.477530 5.984224 0.0 0.0 0.0 0.248
H 3.361841 -1.437518 8.006977 0.0 0.0 0.0 0.237
H 2.252103 -2.665048 4.252854 -0.1 0.2 0.1 -0.110
H 1.294019 -1.356337 4.934513 0.0 0.1 -0.1 0.378
H 2.950955 -1.038061 4.353279 -0.1 0.1 0.0 0.368
```
Positions in Å, forces in eV/Å.

- SMILES: CC[C@H](Br)[Si@](O)(S)CB(O)O.CNC(C)=O.CNC(C)=O.CNC(C)=O.CNC(C)=O.CNC(C)=O
- Strongest force on any atom: 1.2 eV/Å
- LUMO energy: 0.5 eV
- Orbital gap: 9.389 eV


Question: What is the formula in the first record?
Answer: C19H46FN2O16P3S


Question: Number 1 is which compound?
Answer: C19H46FN2O16P3S


Question: Which of these has the lowest LUMO energy?
Answer: C19H46FN2O16P3S


Question: What is the orbital gap in the second record?
Answer: 9.389 eV